--- one ---
Entry from OMol25: 2 unconnected molecules or ions with the total composition C5H13N2O2 (ωB97M-V/def2-TZVPD).

Last column: Mulliken charge in e.
CARTESIAN COORDINATES (ANGSTROEM)
C1 2.137 1.332 0.373  -0.189
C2 -1.178 0.443 -0.298  0.462
C3 -2.680 -1.136 0.499  -0.880
C4 4.060 0.323 -0.269  -0.960
C5 -1.998 -0.741 -0.805  -0.515
N1 -3.282 1.551 -0.149  -0.499
N2 2.578 -0.029 -0.040  -0.103
O1 0.049 0.427 -0.130  -0.573
O2 -1.829 1.558 -0.051  -0.158
H1 2.136 1.549 1.422  0.261
H2 -1.921 -1.813 1.154  0.266
H3 -3.466 -1.848 0.209  0.315
H4 -3.089 -0.365 1.172  0.345
H5 4.433 0.791 0.522  0.448
H6 4.699 -0.658 -0.514  0.319
H7 4.226 0.862 -1.115  0.416
H8 -2.613 -0.423 -1.615  0.287
H9 -1.484 -1.394 -1.411  0.412
H10 -3.425 1.732 -1.130  0.260
H11 -3.457 2.426 0.308  0.275
H12 2.605 -0.845 0.670  0.396
H13 2.052 -0.129 -0.937  0.414

Summary:
- Kohn-Sham gap (alpha / beta): 8.87 / 8.87 eV
- HOMO energy (alpha / beta): -13.4 / -13.4 eV
- Total charge: +1



--- two ---
Entry from OMol25: 2 unconnected molecules or ions with the total composition C5H13N2O2 (ωB97M-V/def2-TZVPD).

Last column: Mulliken charge in e.
CARTESIAN COORDINATES (ANGSTROEM)
O1 1.591 1.512 -2.373  -0.396
C1 1.360 1.599 -1.202  -0.391
C2 0.402 0.754 -0.411  0.351
C3 0.926 -0.667 -0.628  -0.970
C4 0.774 -1.623 0.703  -0.745
C5 -1.173 -2.817 1.401  -0.323
N1 -0.658 -1.789 0.938  -0.220
N2 -1.045 0.815 -0.779  -0.208
H1 1.761 2.485 -0.635  0.358
H2 0.644 1.094 0.643  0.294
H3 2.015 -0.506 -0.728  0.413
H4 0.543 -1.186 -1.485  0.380
H5 1.326 -2.521 0.301  0.383
H6 1.298 -1.248 1.564  0.412
H7 -2.238 -2.962 1.470  0.249
H8 -0.703 -3.668 1.749  0.289
H9 -1.424 0.536 0.138  0.348
H10 -1.392 0.044 -1.468  0.429
H11 -1.242 1.850 -1.046  0.366
H12 -1.910 1.094 2.246  0.281
H13 -1.662 2.549 2.040  0.263
O2 -1.444 1.710 1.737  -0.565

Summary:
- Kohn-Sham gap: 9.96 eV
- HOMO energy: -13.5 eV
- Total charge: +1



Stability verdict: two, ahead by 113.2 kcal/mol



--- one ---
Entry from OMol25: 3 unconnected molecules or ions with the total composition C2H12N2O2 (ωB97M-V/def2-TZVPD).

Last column: Mulliken charge in e.
CARTESIAN COORDINATES (ANGSTROEM)
C1 -1.578 -0.099 2.003  -0.877
N1 -0.524 -0.009 0.981  -0.296
C2 -0.310 -1.319 0.292  -0.485
N2 0.539 -1.158 -0.842  -0.536
H1 -2.596 -0.135 1.581  0.304
H2 -1.363 -1.023 2.532  0.315
H3 -1.612 0.776 2.657  0.305
H4 -0.745 0.696 0.295  0.106
H5 -1.268 -1.724 -0.045  0.363
H6 0.002 -2.035 1.059  0.374
H7 0.103 -0.585 -1.556  0.238
H8 1.450 -0.786 -0.618  0.246
O1 3.842 0.598 -0.755  -0.650
H9 3.777 1.500 -0.445  0.321
H10 3.755 0.085 0.056  0.322
O2 -2.144 1.536 -1.479  -0.644
H11 -1.322 1.131 -1.205  0.267
H12 -2.642 1.766 -0.707  0.331

Summary:
- Kohn-Sham gap: 9.83 eV
- HOMO energy: -9.1 eV



--- two ---
Entry from OMol25: 3 unconnected molecules or ions with the total composition C2H12N2O2 (ωB97M-V/def2-TZVPD).

Last column: Mulliken charge in e.
CARTESIAN COORDINATES (ANGSTROEM)
C1 0.139 1.261 1.553  -0.952
N1 -0.457 0.149 0.812  -0.192
C2 -0.466 0.044 -0.653  -0.492
N2 0.889 0.177 -1.204  -0.678
H1 0.365 1.277 2.632  0.312
H2 -0.583 2.127 1.573  0.312
H3 1.031 1.652 1.099  0.299
H4 -1.404 0.148 1.181  0.231
H5 -0.785 -0.995 -0.846  0.287
H6 -1.166 0.787 -1.056  0.330
H7 1.514 -0.443 -0.703  0.270
H8 1.287 1.091 -0.914  0.243
O1 -0.128 0.327 -3.719  -0.648
H9 0.510 0.632 -3.008  0.397
H10 0.274 0.678 -4.522  0.310
O2 -0.031 -1.949 3.315  -0.700
H11 -0.854 -2.421 3.165  0.305
H12 0.056 -1.343 2.568  0.365

Summary:
- Kohn-Sham gap: 9.92 eV
- HOMO energy: -9.2 eV



Stability verdict: one, ahead by 3.0 kcal/mol



--- one ---
Entry from OMol25: 3 unconnected molecules or ions with the total composition C2H12N2O2 (ωB97M-V/def2-TZVPD).

Last column: Mulliken charge in e.
CARTESIAN COORDINATES (ANGSTROEM)
N1 0.461 0.829 2.093  -0.637
C1 -0.211 -0.498 2.113  -0.332
C2 -0.549 -1.055 0.669  -0.375
N2 0.652 -1.127 -0.168  -0.646
H1 1.170 0.774 1.401  0.185
H2 1.087 0.944 2.840  0.256
H3 -1.240 -0.613 2.469  0.270
H4 0.340 -1.207 2.674  0.320
H5 -0.993 -2.047 0.790  0.385
H6 -1.408 -0.515 0.141  0.143
H7 0.578 -1.516 -1.140  0.243
H8 1.027 -0.130 -0.390  0.185
O1 -3.833 -1.244 -2.268  -0.643
H9 -3.662 -0.473 -2.835  0.323
H10 -2.948 -1.297 -1.827  0.323
O2 3.114 3.051 -1.821  -0.633
H11 3.935 3.343 -2.301  0.324
H12 2.480 2.784 -2.439  0.309

Summary:
- Kohn-Sham gap: 9.88 eV
- HOMO energy: -9.4 eV



--- two ---
Entry from OMol25: 3 unconnected molecules or ions with the total composition C2H12N2O2 (ωB97M-V/def2-TZVPD).

Last column: Mulliken charge in e.
CARTESIAN COORDINATES (ANGSTROEM)
N1 0.389 -0.002 2.019  -0.634
C1 -0.430 -0.509 0.849  -0.811
C2 -1.863 -0.033 0.658  -0.416
N2 -1.926 1.418 0.393  -0.554
H1 0.576 0.985 1.931  0.230
H2 -0.232 -0.035 2.822  0.249
H3 0.212 -0.215 0.024  0.466
H4 -0.353 -1.588 0.987  0.435
H5 -2.460 -0.246 1.546  0.275
H6 -2.168 -0.645 -0.196  0.278
H7 -2.416 1.569 -0.474  0.253
H8 -1.001 1.793 0.327  0.203
O1 0.716 -0.449 -3.818  -0.646
H9 1.401 -1.104 -3.578  0.322
H10 1.261 0.282 -4.175  0.318
O2 2.670 -0.379 -0.148  -0.652
H11 3.532 -0.234 0.263  0.305
H12 2.093 -0.609 0.572  0.378

Summary:
- Kohn-Sham gap: 10.23 eV
- HOMO energy: -9.4 eV



Stability verdict: two, ahead by 19.7 kcal/mol



--- one ---
Entry from OMol25: 3 unconnected molecules or ions with the total composition C2H12N2O2 (ωB97M-V/def2-TZVPD).

Last column: Mulliken charge in e.
CARTESIAN COORDINATES (ANGSTROEM)
N1 1.708 0.716 0.899  -0.581
C1 0.202 0.739 1.088  -0.546
C2 -0.460 -0.556 1.133  -0.459
N2 -0.943 -1.220 -0.170  -0.531
H1 2.127 1.621 0.991  0.216
H2 1.920 0.143 1.746  0.239
H3 0.159 1.331 2.000  0.335
H4 -0.223 1.359 0.297  0.299
H5 -1.354 -0.425 1.763  0.305
H6 0.162 -1.297 1.642  0.328
H7 -1.470 -2.000 0.160  0.240
H8 -0.156 -1.545 -0.820  0.223
O1 2.707 -0.299 -2.396  -0.654
H9 2.908 -0.570 -1.529  0.307
H10 2.370 0.608 -2.304  0.318
O2 -3.573 0.257 -1.596  -0.658
H11 -2.659 -0.027 -1.572  0.318
H12 -3.423 1.164 -1.332  0.302

Summary:
- Kohn-Sham gap: 10.39 eV
- HOMO energy: -9.7 eV



--- two ---
Entry from OMol25: 3 unconnected molecules or ions with the total composition C2H12N2O2 (ωB97M-V/def2-TZVPD).

Last column: Mulliken charge in e.
CARTESIAN COORDINATES (ANGSTROEM)
N1 1.136 0.985 -0.855  -0.541
C1 0.842 -0.302 -1.422  -0.474
C2 -0.676 -0.619 -1.227  -0.521
N2 -0.933 -1.134 0.149  -0.550
H1 1.411 0.971 0.116  0.246
H2 1.919 1.427 -1.317  0.205
H3 1.004 -0.393 -2.497  0.398
H4 1.335 -1.176 -0.973  0.214
H5 -1.038 -1.344 -1.962  0.361
H6 -1.177 0.336 -1.362  0.279
H7 -1.047 -2.133 0.044  0.213
H8 -1.768 -0.697 0.516  0.194
O1 -1.167 2.412 0.555  -0.649
H9 -0.547 2.574 -0.142  0.319
H10 -2.051 2.721 0.366  0.301
O2 0.828 -1.476 2.470  -0.699
H11 1.756 -1.667 2.303  0.317
H12 0.481 -1.196 1.598  0.385

Summary:
- Kohn-Sham gap: 10.25 eV
- HOMO energy: -9.4 eV



--- three ---
Entry from OMol25: 4 unconnected molecules or ions with the total composition C2H12N2O2 (ωB97M-V/def2-TZVPD).

Last column: Mulliken charge in e.
CARTESIAN COORDINATES (ANGSTROEM)
N1 -2.127 0.372 0.780  -0.332
C1 -2.136 -0.074 -0.568  -0.237
C2 -0.937 -1.008 -0.827  -0.679
N2 0.454 1.153 1.324  -0.668
H1 1.749 -0.632 1.167  0.214
H2 -3.049 0.260 1.216  0.250
H3 -3.047 -0.631 -0.759  0.389
H4 -2.144 0.842 -1.213  0.246
H5 -1.111 -1.826 -1.528  0.353
H6 -0.776 -1.484 0.142  0.315
H7 0.780 0.513 2.029  0.302
H8 -0.564 1.136 1.252  0.420
H9 2.257 -0.546 -0.257  0.427
H10 0.003 -0.528 -1.133  0.077
O1 2.351 -1.088 0.581  -0.692
H11 2.264 1.132 -1.885  0.181
H12 0.870 1.138 0.387  0.291
O2 1.733 0.583 -1.285  -0.855

Summary:
- Kohn-Sham gap: 3.68 eV
- HOMO energy: -8.6 eV



Stability verdict: two, ahead by 14.6 kcal/mol